1.
{
  "formula": "C15H30N2O9",
  "method": "ωB97M-V/def2-TZVPD",
  "elements": ["H", "H", "O", "O", "H", "H", "H", "H", "O", "C", "C", "H", "N", "C", "H", "H", "H", "C", "H", "O", "H", "H", "C", "O", "C", "H", "H", "H", "H", "H", "H", "C", "H", "O", "C", "H", "C", "C", "H", "H", "C", "O", "N", "H", "C", "C", "H", "H", "H", "H", "C", "H", "O", "C", "O", "H"],
  "positions_angstrom": [[5.3575, 0.1350, 5.4647], [-5.9063, 1.3883, -4.4758], [4.0416, -2.3360, 2.6838], [5.3148, -1.8766, 4.9741], [-0.9143, 1.2196, -2.1211], [6.1915, -0.6948, 2.6423], [-3.1534, 3.7175, -5.6355], [-0.9437, -0.2842, -4.0522], [1.4174, 0.2946, 2.4169], [5.2221, -0.4983, 4.5807], [3.4813, -1.0071, 2.6908], [1.7756, -1.5140, 1.4664], [-3.3713, 1.5089, -3.1759], [-0.1545, -0.1952, -0.7139], [4.9372, -2.4173, 4.2420], [-0.1051, -1.9844, 4.8055], [-3.3215, 2.1762, -2.4253], [-1.0083, 0.1490, -1.9368], [6.4016, 0.8945, 3.3960], [-4.9832, -1.5935, -2.0156], [0.5172, 0.2869, 2.8079], [2.8143, 1.3005, 3.2697], [-6.3176, 1.4162, -3.4642], [-3.3434, 1.2600, -5.4143], [3.8140, -0.2407, 4.0047], [-0.2094, -1.2644, -0.5076], [-7.3966, 1.5618, -3.5400], [-5.8952, 2.2537, -2.9080], [-3.1351, -0.4946, -3.6786], [-6.8490, -0.3873, -2.5038], [3.1010, -0.5327, 4.7834], [-4.8906, -0.4827, -2.5232], [0.8826, 0.0851, -0.8994], [3.6661, 1.1585, 3.7352], [-2.4851, -0.2031, -1.6606], [0.6194, -0.4049, -3.2444], [1.9520, -1.0535, 2.4426], [-3.2847, 1.9730, -4.4233], [-2.8180, 0.3472, -0.7798], [7.3621, -1.4535, 4.6836], [-0.4453, -0.6111, -3.1393], [1.4304, -3.1072, 3.5562], [-6.0432, 0.1551, -2.7769], [3.7143, -2.8665, 1.9330], [6.3523, -0.1815, 3.5940], [-3.4714, 0.0856, -2.8184], [-2.1651, 3.7680, -4.1578], [-3.9342, 3.9765, -4.0580], [3.9354, -0.4542, 1.8600], [-0.5143, 0.3609, 0.1514], [-3.1239, 3.4670, -4.5753], [-2.5332, -1.2669, -1.4212], [7.5704, -0.6415, 4.1800], [1.1956, -1.9144, 3.4758], [0.2445, -1.2942, 4.2172], [-0.5954, -1.6835, -3.0114]],
  "forces_ev_per_a": [[-0.09, -0.29, -0.02], [-0.04, 0.18, 0.06], [-0.46, 0.34, -0.24], [-0.23, 0.21, -0.14], [-0.01, 0.13, -0.06], [-0.10, -0.06, -0.08], [0.01, -0.08, 0.17], [0.06, -0.16, -0.16], [-0.15, -0.65, 0.18], [-0.41, -0.31, -0.94], [0.18, -0.36, -0.02], [-0.06, -0.13, 0.03], [-0.32, -0.90, 1.16], [-0.38, 0.39, -0.12], [0.37, 0.45, 0.55], [-0.09, 0.10, -0.04], [0.04, -0.03, 0.10], [-0.01, -0.51, -0.04], [0.18, -0.20, 0.18], [0.74, -0.05, 0.00], [0.80, -0.06, -0.31], [0.54, -0.27, 0.41], [0.35, -0.19, -0.03], [-0.03, -0.27, 0.26], [-0.17, 0.36, -0.30], [0.03, -0.07, 0.07], [0.13, -0.15, 0.09], [-0.11, 0.07, -0.14], [-0.07, 0.18, -0.19], [0.19, -0.11, -0.01], [-0.04, -0.16, 0.03], [0.32, -0.71, 0.65], [0.04, -0.05, 0.10], [-0.02, -0.27, -0.11], [-0.02, -0.02, -0.22], [0.03, -0.08, -0.05], [-1.01, 0.88, 0.63], [0.03, 0.25, -1.69], [-0.07, 0.02, 0.21], [-0.08, 0.48, -0.41], [-0.39, 0.47, -0.03], [-0.56, 1.53, 0.15], [-0.70, 1.21, -0.47], [0.08, 0.45, 0.53], [0.11, -0.44, 0.59], [0.21, 0.26, -0.04], [0.01, 0.19, 0.08], [0.02, 0.20, 0.10], [-0.19, 0.17, 0.11], [0.11, -0.08, 0.19], [0.00, -0.11, 0.03], [-0.21, 0.04, 0.02], [-0.06, 0.14, 0.00], [0.78, -1.72, -0.42], [0.67, -0.17, -0.40], [0.03, -0.07, -0.05]],
  "mulliken_charge": [0.4144, 0.2456, -0.6477, -0.6858, 0.2620, 0.1793, 0.3692, 0.3962, -0.6509, -0.0712, -0.2563, 0.2528, 0.1094, -1.7734, 0.3961, 0.3851, 0.2916, 1.2357, 0.3178, -0.6955, 0.3203, 0.4165, -0.7189, -0.6517, -0.0866, 0.3484, 0.3569, 0.2090, 0.3625, 0.2977, 0.3392, -0.0646, 0.4558, -0.6246, -1.2761, 0.4629, 0.3397, 0.7275, 0.4730, 0.3653, -1.6697, -0.5467, -0.1515, 0.3923, -0.3585, 0.0184, 0.2991, 0.3216, 0.4874, 0.3476, -1.3074, 0.4030, -0.5668, 0.3903, -0.4978, 0.3119],
  "molar_mass_g_mol": 382.410,
  "smiles": "O=C(O)[C@@H](O)[C@H](O)[C@H](O)[C@@H](O)CO.CNC(=O)[C@H](CC(C)C)NC(C)=O",
  "homo_energy_ha": -0.3529,
  "multiplicity": 1,
  "gap_ev": 9.731
}

=====

2.
{
  "formula": "C15H30NO3PSi2",
  "method": "ωB97M-V/def2-TZVPD",
  "elements": ["H", "H", "C", "C", "H", "H", "C", "H", "P", "H", "C", "H", "Si", "C", "C", "C", "H", "C", "H", "H", "H", "C", "H", "C", "O", "C", "H", "H", "H", "H", "H", "H", "H", "C", "H", "H", "H", "Si", "H", "H", "N", "C", "H", "O", "H", "H", "H", "C", "H", "H", "C", "O"],
  "positions_angstrom": [[-3.3077, -2.0948, 0.3828], [-0.8305, 0.0911, -2.6021], [-3.4723, -5.2130, 1.4201], [-2.4931, -5.2277, 0.4541], [0.0994, 3.5633, -0.7443], [-0.9153, -4.4493, -1.4662], [-0.6354, -0.2748, -1.5912], [-0.6800, 2.7518, -2.1366], [3.4557, 3.3006, 0.2005], [-2.4867, 1.9692, -0.9169], [-1.8554, 2.7028, -0.4101], [-2.6039, -0.0053, 1.4804], [0.3829, 1.0706, -0.7593], [4.6065, 3.2309, 1.6410], [4.5338, 4.1020, -1.0769], [-3.2176, -3.1440, 0.5913], [-1.6087, -0.3726, -1.1147], [-0.3194, -2.6079, -0.5826], [-2.3618, 3.6625, -0.4903], [3.9724, 4.3387, -1.9687], [5.0754, 4.2082, 1.6835], [-0.4922, 2.7140, -1.0666], [0.5553, -3.1774, -0.2851], [-3.9384, -3.8702, 1.5100], [1.8907, 1.0315, -1.4693], [-1.4053, -3.5647, -1.0817], [1.1686, -1.4494, -1.6568], [-4.1229, 0.4663, 2.2291], [-0.6672, -2.0608, 0.2888], [-0.1208, -2.0749, -2.6531], [4.4035, 0.9861, -1.5134], [-4.6905, -3.4581, 2.1528], [4.0940, 0.4028, 1.6158], [3.4832, -0.0251, 0.8268], [-3.9310, 0.5732, 0.4589], [0.4388, 0.7401, 0.6775], [5.4015, 2.4968, 1.5383], [3.2777, 1.2117, -0.5695], [4.0616, 3.0754, 2.5620], [2.5588, -0.3681, 1.2781], [-2.3377, -3.9676, -0.0538], [-2.9436, 2.0844, 1.5598], [4.0064, -0.8944, 0.4384], [-3.5157, 2.9330, 2.1537], [4.9315, 4.9983, -0.6159], [-1.9482, -6.1095, 0.1709], [5.3787, 3.4583, -1.3102], [-3.4400, 0.6830, 1.4197], [-3.8344, -6.0318, 2.0089], [-1.9640, -3.0992, -1.8881], [0.0981, -1.6258, -1.6889], [-1.7346, 2.3197, 0.9690]],
  "forces_ev_per_a": [[0.20, 0.14, -0.26], [-0.09, 0.10, -0.10], [-0.09, 0.81, -0.10], [-0.50, -0.52, 0.67], [0.13, 0.18, -0.03], [-0.14, -0.28, -0.20], [0.40, 0.22, -0.36], [0.21, 0.28, -0.27], [-0.84, 0.62, 0.05], [-0.11, -0.11, -0.09], [-0.09, -0.15, -0.15], [0.13, -0.15, -0.14], [-0.70, -0.20, -0.40], [0.20, -0.16, -0.46], [0.24, -0.64, 0.59], [-0.36, 0.03, 0.34], [-0.19, -0.10, 0.12], [0.29, 0.19, -0.44], [0.00, 0.21, 0.16], [-0.09, 0.09, -0.20], [0.05, 0.21, 0.13], [0.02, -0.61, 0.35], [0.04, -0.19, 0.26], [0.54, -0.13, -0.47], [-0.08, 0.15, 0.82], [0.10, 0.32, 0.35], [0.21, -0.07, -0.06], [-0.32, -0.01, -0.02], [-0.06, 0.07, 0.17], [0.11, -0.15, -0.21], [-0.07, -0.02, -0.08], [-0.18, -0.03, 0.15], [0.13, 0.08, 0.12], [-0.16, 0.02, -0.26], [-0.15, -0.12, -0.16], [0.36, 0.10, 0.10], [0.10, -0.14, 0.08], [0.81, -0.22, -0.19], [-0.11, -0.12, 0.16], [-0.22, 0.03, 0.05], [-0.12, -0.46, 0.27], [0.20, -0.38, -0.10], [0.07, -0.17, -0.03], [-0.51, 0.85, 0.54], [-0.05, 0.35, -0.10], [0.38, 0.24, -0.47], [0.10, -0.02, -0.27], [0.32, -0.21, 0.26], [0.08, -0.29, 0.00], [-0.11, 0.08, -0.19], [-0.34, 0.15, 0.41], [0.27, 0.13, -0.31]],
  "mulliken_charge": [0.3494, 0.5491, -0.6548, -0.3523, 0.4452, 0.2518, -0.5955, 0.4199, 0.2203, 0.2887, -0.6807, 0.2019, 0.6030, -1.1808, -1.1882, -0.2904, 0.1293, -0.5401, 0.4342, 0.3226, 0.3675, -0.8256, 0.3156, -0.5654, -0.3893, -0.7208, 0.3562, 0.4036, 0.4633, 0.4518, -0.2678, 0.4226, 0.3815, -1.1445, 0.2983, -0.0781, 0.3360, 0.4958, 0.3304, 0.3527, 0.2344, 0.3954, 0.3117, -0.5537, 0.3779, 0.3371, 0.3365, -0.6558, 0.4187, 0.3143, -0.9792, -0.2536],
  "molar_mass_g_mol": 359.555,
  "homo_energy_ha": -0.3035,
  "multiplicity": 1,
  "gap_ev": 9.035
}